# 1
Density functional theory data (the ωB97M-V functional and the def2-TZVPD basis) for 2 unconnected molecules or ions with the total composition C3H7NO at a distorted geometry.

```
12
Properties=species:S:1:pos:R:3:forces:R:3
C 1.35841 2.14515 -1.07628 0.416 0.421 1.162
C 1.81677 1.16139 -0.30072 0.018 -0.903 -1.698
N 1.13916 -0.03050 0.04071 -0.365 0.258 0.576
C 0.16979 -0.44525 -0.65580 0.793 -0.732 -0.440
H 0.33367 2.23314 -1.40729 -0.021 0.074 0.056
H 2.04447 2.98029 -1.17563 -0.274 0.028 -0.532
H 2.88716 1.07524 -0.14035 -0.128 0.325 0.612
H -0.25412 -1.41798 -0.41199 -0.326 0.259 0.241
H -0.11354 -0.01973 -1.62078 -0.127 0.265 0.037
O -3.16428 -2.24515 1.58383 -1.355 0.043 0.682
H -3.95878 -2.72248 1.92032 0.965 0.191 -0.469
H -3.39245 -1.33823 1.84910 0.406 -0.228 -0.228
```
Positions in Å, forces in eV/Å.

Properties
LUMO: 0.024 Ha
SMILES: C=CN=C.O
spin multiplicity: 1

How is the electron density shared among the atoms? According to Löwdin, the charges in e are:
1. C 0.00
2. C -0.25
3. N -0.03
4. C -0.05
5. H 0.05
6. H 0.05
7. H 0.09
8. H 0.07
9. H 0.07
10. O -0.09
11. H 0.05
12. H 0.03



# 2
Density functional theory data (the ωB97M-V functional and the def2-TZVPD basis) for 6 unconnected molecules or ions with the total composition C17H32Cl12NO at a distorted geometry.

```
63
Properties=species:S:1:pos:R:3:forces:R:3
C 11.31245 -14.06326 -30.88907 -1.583 -0.718 0.044
C 10.63489 -14.59658 -32.20689 1.355 0.630 -2.639
C 11.53786 -14.08696 -33.42140 -0.175 -0.180 0.215
C 11.34544 -14.67566 -34.83135 -0.684 0.654 1.104
C 11.40751 -16.16478 -34.73211 -0.183 -0.424 -1.256
C 10.53691 -16.80052 -33.65851 0.290 -1.061 -0.221
N 10.73816 -16.10920 -32.34308 -2.716 -1.251 4.099
O 10.20453 -16.78057 -31.20864 1.856 2.091 -4.116
C 9.06587 -16.80112 -34.15228 -0.106 -0.395 1.060
C 11.00483 -18.32185 -33.55661 -0.729 1.058 0.662
C 9.17591 -14.00376 -32.37815 0.194 -0.318 1.575
H 12.25883 -14.46737 -30.52967 0.014 -0.463 -0.757
H 10.58180 -14.32241 -30.12285 0.099 0.182 0.359
H 11.42344 -12.97893 -30.88612 -0.217 0.003 -0.401
H 11.42498 -13.00319 -33.44965 0.435 0.078 0.153
H 12.53898 -14.42817 -33.15790 0.330 0.627 0.250
H 12.07050 -14.30199 -35.55436 0.303 0.093 0.298
H 10.38983 -14.38785 -35.26960 -0.300 0.066 0.169
H 12.41542 -16.57949 -34.74786 0.195 0.252 0.436
H 10.97615 -16.46635 -35.68660 0.095 -0.687 -0.073
H 8.47137 -17.36107 -33.43037 -0.018 -0.149 0.085
H 8.55413 -15.84062 -34.21277 0.472 0.106 -0.324
H 9.01989 -17.35012 -35.09279 -0.025 0.202 -0.072
H 11.15740 -18.76652 -34.54003 -0.072 0.297 -0.118
H 11.92553 -18.42217 -32.98187 0.006 0.192 -0.036
H 10.23067 -18.89323 -33.04446 0.083 -0.024 0.050
H 8.51805 -14.57085 -31.71959 -0.256 -0.527 -0.406
H 8.72844 -13.84409 -33.35917 0.481 -0.674 -0.201
H 9.04172 -13.02818 -31.91089 0.853 0.340 0.061
Cl 3.79487 -16.35314 -28.28439 0.510 0.690 0.444
C 3.34110 -17.77713 -29.14986 0.045 -1.241 -0.862
C 2.49986 -17.50598 -30.36226 -1.168 -0.114 0.310
Cl 0.97778 -16.67460 -29.93363 -0.277 0.310 0.058
H 2.87910 -18.49260 -28.46960 -0.301 0.293 -0.006
H 4.18267 -18.32032 -29.57975 0.596 0.293 0.372
H 2.13169 -18.47019 -30.71275 0.456 0.070 -0.467
H 2.97249 -16.89509 -31.13138 0.143 -0.297 0.150
Cl -6.61674 -12.05088 -39.19237 0.286 -0.679 -1.130
C -6.52284 -10.64665 -38.15689 -0.613 -0.049 0.890
C -5.16189 -10.51059 -37.50758 -0.044 1.139 -0.005
Cl -4.82381 -11.68467 -36.23211 0.077 -0.447 -0.168
H -7.34615 -10.90222 -37.48985 0.399 0.666 0.651
H -6.81129 -9.73589 -38.68167 0.276 -0.125 -0.238
H -5.04758 -9.55363 -36.99839 -0.457 0.126 -0.073
H -4.39055 -10.47180 -38.27675 0.080 -0.629 0.077
Cl -4.96875 -7.94914 -31.03648 -0.146 0.290 0.334
C -3.77707 -7.77090 -29.70457 0.411 -0.240 -0.040
C -2.66823 -8.76910 -30.07401 0.317 1.370 0.559
Cl -1.35278 -8.67786 -28.79355 -0.815 -0.499 -0.379
H -4.22298 -7.99199 -28.73483 -0.229 -0.449 -0.271
H -3.47565 -6.72793 -29.60726 0.259 -0.132 -0.533
H -2.11399 -8.45628 -30.95892 -0.467 -0.129 -0.090
H -3.15552 -9.73233 -30.22509 0.670 -0.211 0.417
C 8.85340 -5.45416 -35.45763 0.580 0.966 -0.721
Cl 9.73221 -4.35142 -34.32796 -0.611 -0.889 -0.230
Cl 9.87509 -6.84065 -35.91259 -0.486 0.480 0.259
Cl 8.45890 -4.44494 -36.90880 0.051 -0.628 0.418
H 7.89284 -5.79786 -35.07386 0.465 0.069 0.274
C 2.46795 -11.04974 -36.15899 -0.445 -0.313 1.173
Cl 1.78554 -10.97744 -37.73656 -0.069 0.460 -1.059
Cl 3.46654 -9.65553 -35.68029 -0.222 -0.384 -0.364
Cl 3.31002 -12.58720 -35.95126 0.329 0.040 0.117
H 1.60484 -11.09148 -35.49461 0.407 0.193 0.135
```
Positions in Å, forces in eV/Å.

Properties
LUMO (spin up / spin down): 0.007 / -0.002 Ha
spin multiplicity: 2

How is the electron density shared among the atoms? According to Löwdin, the charges in e are:
1. C -0.04
2. C -0.42
3. C -0.13
4. C -0.19
5. C -0.19
6. C -0.46
7. N -0.05
8. O -0.05
9. C -0.03
10. C -0.03
11. C -0.03
12. H 0.08
13. H 0.07
14. H 0.08
15. H 0.11
16. H 0.11
17. H 0.11
18. H 0.11
19. H 0.12
20. H 0.11
21. H 0.08
22. H 0.06
23. H 0.09
24. H 0.08
25. H 0.08
26. H 0.07
27. H 0.08
28. H 0.07
29. H 0.07
30. Cl 0.59
31. C -0.74
32. C -0.66
33. Cl 0.52
34. H 0.08
35. H 0.08
36. H 0.07
37. H 0.07
38. Cl 0.56
39. C -0.69
40. C -0.69
41. Cl 0.55
42. H 0.05
43. H 0.08
44. H 0.06
45. H 0.07
46. Cl 0.54
47. C -0.65
48. C -0.63
49. Cl 0.49
50. H 0.07
51. H 0.07
52. H 0.06
53. H 0.07
54. C -1.46
55. Cl 0.48
56. Cl 0.50
57. Cl 0.46
58. H 0.02
59. C -1.60
60. Cl 0.56
61. Cl 0.52
62. Cl 0.52
63. H 0.01